{"formula": "C30H27ClLaP", "method": "the ωB97M-V functional and the def2-TZVPD basis", "mol_weight_da": 592.88, "orbital_gap_ha": 0.22348, "total_energy_ev": -54220.3184, "e_homo_ev": -6.392, "elements": ["C", "C", "C", "H", "C", "C", "H", "H", "H", "H", "La", "Cl", "P", "C", "C", "H", "C", "H", "C", "H", "C", "H", "C", "H", "C", "C", "H", "C", "H", "C", "H", "C", "H", "C", "H", "C", "C", "H", "C", "H", "C", "H", "C", "H", "C", "H", "C", "C", "C", "C", "C", "C", "C", "H", "H", "H", "H", "H", "H", "H"], "xyz": [[-1.6973, -2.2102, 2.0875], [-1.1149, -0.9397, 2.3514], [-2.0058, 0.0707, 1.8415], [-0.1873, -0.7703, 2.8904], [-3.1350, -0.5928, 1.2568], [-2.9515, -1.9956, 1.4374], [-3.6472, -2.7889, 1.1749], [-1.3000, -3.1793, 2.3937], [-1.8769, 1.1471, 1.9328], [-4.0461, -0.1016, 0.8868], [-1.0869, -1.1622, -0.3478], [-1.8719, 0.1287, -2.4372], [0.7781, 1.3282, -0.2291], [0.0285, 2.9834, 0.0491], [0.6602, 3.9994, 0.7850], [1.5714, 3.7840, 1.3418], [0.1515, 5.3009, 0.8043], [0.6855, 6.0787, 1.3556], [-1.0335, 5.5895, 0.1240], [-1.4228, 6.6059, 0.1281], [-1.7196, 4.5695, -0.5480], [-2.6508, 4.7986, -1.0726], [-1.2035, 3.2759, -0.5734], [-1.7290, 2.4831, -1.1109], [2.1538, 1.4014, 0.9838], [1.8547, 1.1250, 2.3319], [0.8332, 0.8620, 2.6106], [2.8384, 1.2327, 3.3118], [2.5910, 1.0233, 4.3553], [4.1315, 1.6418, 2.9567], [4.8954, 1.7431, 3.7246], [4.4452, 1.9129, 1.6234], [5.4508, 2.2328, 1.3389], [3.4653, 1.7620, 0.6374], [3.7266, 1.9316, -0.4066], [1.6721, 1.6199, -1.8135], [1.8526, 2.9007, -2.3615], [1.3804, 3.7678, -1.8981], [2.6407, 3.0884, -3.5024], [2.7985, 4.0980, -3.8927], [3.2093, 1.9810, -4.1362], [3.8300, 2.1234, -5.0202], [2.9873, 0.6895, -3.6373], [3.4370, -0.1722, -4.1373], [2.2203, 0.5056, -2.4868], [2.0595, -0.5043, -2.0946], [-1.2376, -3.5402, -1.2616], [-1.9666, -4.6650, -0.7075], [-3.2659, -5.0182, -1.1639], [-3.9611, -6.0891, -0.6042], [-3.3891, -6.8180, 0.4591], [-2.0941, -6.5042, 0.8986], [-1.3923, -5.4481, 0.3312], [-0.1471, -3.5592, -1.1363], [-1.5917, -3.1180, -2.2182], [-3.6956, -4.4134, -1.9693], [-4.9577, -6.3383, -0.9749], [-3.9448, -7.6237, 0.9396], [-1.6301, -7.0591, 1.7183], [-0.3950, -5.1746, 0.6799]], "mulliken_charge": [-0.852, -0.361, -0.179, 0.546, -1.195, -0.328, 0.487, 0.535, 0.610, 0.471, 1.578, -0.626, 0.448, 0.197, -0.027, 0.264, -0.566, 0.403, -0.475, 0.367, -0.613, 0.406, -0.210, 0.242, -0.092, -0.100, 0.421, -0.814, 0.422, -0.444, 0.374, -0.732, 0.410, -0.094, 0.294, 0.215, 0.148, 0.240, -0.683, 0.408, -0.477, 0.372, -0.706, 0.388, -0.290, 0.270, -2.166, 1.045, -0.500, -0.467, -0.452, -0.586, -0.423, 0.632, 0.579, 0.296, 0.364, 0.361, 0.347, 0.321]}